1.
43
Properties=species:S:1:pos:R:3:mulliken_charge:R:1 method="wB97M-V/def2-TZVPD" charge=-2 relative_energy_kcal_mol=16.7 e_homo_ev="-2.112 / -2.409" s2=6.047 multiplicity=5 total_energy_ev=-308691.8800
Os -1.454 0.947 0.672 1.125
Se -0.088 -4.353 3.108 -0.605
Sb -0.527 -2.016 3.201 0.371
Se -0.267 -1.206 0.641 -0.435
Se -2.396 0.907 2.847 -0.367
Se 1.757 -2.045 4.374 -0.534
C -2.925 -5.591 -0.400 -1.072
C -3.235 -4.796 0.923 0.416
O -4.218 -3.786 0.558 -0.567
H -2.365 -6.470 -0.131 0.308
H -2.453 -5.058 -1.195 0.302
H -3.881 -5.939 -0.841 0.286
H -2.418 -4.249 1.312 -0.236
H -3.664 -5.486 1.635 0.204
H -3.971 -2.935 0.980 0.318
I -3.158 3.108 0.183 -0.504
C 0.219 3.869 1.623 -1.301
Si 0.542 1.988 1.410 0.315
C 1.301 1.611 3.051 -0.843
C 1.712 1.687 -0.016 0.961
C 2.804 0.854 0.093 -0.685
C 3.607 0.607 -0.991 -0.623
C 3.487 1.407 -2.135 -0.449
C 2.366 2.265 -2.182 -0.642
C 1.495 2.376 -1.185 -0.527
H 1.174 4.317 1.981 0.335
H -0.498 3.758 2.359 0.343
H -0.165 4.217 0.727 0.366
H 1.835 2.513 3.238 0.311
H 1.943 0.799 2.890 0.112
H 0.538 1.336 3.744 0.262
H 3.027 0.344 0.956 0.448
H 4.400 -0.184 -0.922 0.296
H 4.124 1.296 -3.029 0.346
H 2.221 2.770 -3.163 0.441
H 0.637 2.993 -1.482 0.280
O -1.264 1.021 -1.502 -0.495
N -0.370 0.483 -2.242 -0.030
C -0.290 0.866 -3.461 0.330
C -1.028 1.959 -4.020 0.323
N -1.376 2.899 -4.524 -0.511
C 0.992 0.590 -4.176 0.188
N 1.830 0.326 -4.910 -0.560

---

2.
39
Properties=species:S:1:pos:R:3:mulliken_charge:R:1 method="wB97M-V/def2-TZVPD" charge=-1 relative_energy_kcal_mol=21.4 e_homo_ev="-3.838 / -3.554" s2=0.755 multiplicity=2 total_energy_ev=-57089.4719
Pt -0.433 0.108 0.132 0.570
O -0.756 -1.847 -0.563 -0.852
C 0.048 -2.688 -1.108 0.551
C -0.240 -4.077 -1.019 -0.552
C 0.558 -5.028 -1.603 -0.349
C 1.706 -4.659 -2.317 -0.800
C 2.005 -3.319 -2.425 -0.515
C 1.201 -2.325 -1.851 0.297
C 1.556 -0.920 -2.012 0.515
N 1.013 0.138 -1.426 -0.216
C 1.737 1.243 -1.821 -0.199
C 2.707 0.861 -2.684 -0.706
N 2.580 -0.506 -2.802 -0.010
H -1.125 -4.349 -0.458 0.392
H 0.301 -6.076 -1.501 0.350
H 2.347 -5.405 -2.767 0.370
H 2.905 -3.044 -2.965 0.187
H 1.482 2.225 -1.462 0.372
H 3.459 1.418 -3.213 0.391
H 3.143 -1.106 -3.373 0.152
C -0.450 6.737 1.726 -1.238
C -0.371 5.336 1.156 -0.112
O -1.620 4.689 1.377 -0.221
P -1.748 3.064 1.696 -0.028
S -1.526 -0.052 2.025 -0.463
S -0.645 2.359 0.046 -0.419
O -0.612 2.932 2.897 -0.180
C -1.112 2.701 4.208 -0.379
C -1.391 4.009 4.928 -1.027
H 0.479 7.280 1.538 0.364
H -0.619 6.698 2.804 0.263
H -1.274 7.290 1.271 0.296
H 0.433 4.769 1.629 0.346
H -0.171 5.365 0.081 0.299
H -0.349 2.122 4.732 0.296
H -2.016 2.085 4.158 0.372
H -0.485 4.615 4.983 0.236
H -1.746 3.820 5.944 0.408
H -2.153 4.580 4.394 0.239

---

3.
36
Properties=species:S:1:pos:R:3:mulliken_charge:R:1 method="wB97M-V/def2-TZVPD" relative_energy_kcal_mol=92.8 e_homo_ev=-8.862 smiles="CCCCCC(=O)N/N=C/c1ccccc1[N+](=O)[O-]" total_energy_ev=-24366.4609
C 5.213 1.882 -0.160 -1.160
H 4.851 2.092 0.843 0.312
C 4.953 0.430 -0.545 -0.534
C 3.466 0.090 -0.652 -0.537
C 2.741 0.138 0.691 -0.681
C 1.279 -0.282 0.559 -0.438
C 1.121 -1.759 0.342 0.269
O 1.991 -2.594 0.362 -0.643
N -0.185 -2.167 0.114 -0.382
N -1.208 -1.329 0.100 0.074
C -2.400 -1.734 -0.094 -0.233
C -3.494 -0.789 -0.100 0.907
C -4.804 -1.211 -0.334 -0.812
C -5.849 -0.307 -0.343 -0.574
C -5.611 1.040 -0.121 -0.519
C -4.319 1.483 0.114 -0.324
C -3.277 0.575 0.124 0.000
N -1.937 1.076 0.381 0.987
O -1.307 1.473 -0.570 -0.580
O -1.584 1.130 1.535 -0.567
H -4.121 2.529 0.290 0.422
H -6.427 1.746 -0.129 0.383
H -6.854 -0.654 -0.526 0.399
H -4.993 -2.259 -0.509 0.354
H -2.643 -2.788 -0.259 0.326
H -0.334 -3.170 -0.027 0.293
H 0.803 0.247 -0.270 0.273
H 0.722 -0.023 1.463 0.369
H 2.774 1.149 1.096 0.399
H 3.242 -0.532 1.393 0.284
H 2.987 0.785 -1.347 0.304
H 3.369 -0.917 -1.062 0.338
H 5.418 -0.231 0.190 0.311
H 5.424 0.232 -1.511 0.327
H 6.280 2.093 -0.185 0.362
H 4.715 2.554 -0.855 0.289

---

4.
36
Properties=species:S:1:pos:R:3:mulliken_charge:R:1 method="wB97M-V/def2-TZVPD" relative_energy_kcal_mol=32.9 e_homo_ev=-8.896 smiles="CC#CCCCC(=O)Nc1cc(OC)nc(OC)n1" total_energy_ev=-24369.0602
C 2.621 -5.327 1.875 -1.444
C 2.861 -4.548 0.679 0.828
C 3.071 -3.914 -0.316 -0.073
C 3.291 -3.132 -1.519 -0.918
H 3.519 -3.811 -2.345 0.331
C 2.063 -2.289 -1.876 -0.585
C 1.745 -1.273 -0.782 -0.720
C 0.489 -0.484 -1.102 0.521
O -0.188 -0.660 -2.084 -0.634
N 0.214 0.457 -0.139 -0.082
C -0.836 1.356 -0.083 0.209
N -0.790 2.144 1.000 -0.452
C -1.757 3.035 1.131 0.327
N -2.769 3.220 0.292 -0.488
C -2.807 2.436 -0.776 0.118
C -1.839 1.455 -1.027 0.159
H -1.884 0.829 -1.898 0.606
O -3.802 2.581 -1.649 -0.402
C -4.757 3.585 -1.354 -0.678
H -5.482 3.553 -2.165 0.269
H -4.280 4.566 -1.303 0.300
H -5.241 3.385 -0.397 0.301
O -1.756 3.842 2.188 -0.432
C -0.692 3.675 3.105 -0.722
H -0.858 4.411 3.889 0.244
H -0.696 2.666 3.523 0.301
H 0.270 3.849 2.617 0.302
H 0.839 0.536 0.653 0.275
H 1.601 -1.796 0.168 0.340
H 2.578 -0.576 -0.658 0.290
H 1.199 -2.939 -2.016 0.326
H 2.240 -1.764 -2.816 0.350
H 4.158 -2.480 -1.367 0.315
H 3.104 -4.858 2.733 0.309
H 1.550 -5.396 2.067 0.310
H 3.021 -6.333 1.752 0.299

---

5.
35
Properties=species:S:1:pos:R:3:mulliken_charge:R:1 method="wB97M-V/def2-TZVPD" relative_energy_kcal_mol=79.8 e_homo_ev=-6.609 total_energy_ev=-41009.2109
C 2.348 3.289 2.577 -1.242
C 2.126 1.841 2.218 -0.035
O 1.932 1.838 0.782 -0.297
C 1.740 0.592 0.267 0.255
C 1.454 0.639 -1.147 -0.606
C 1.566 -0.467 -1.997 1.256
C 1.760 -1.805 -1.520 -0.221
C 1.837 -2.854 -2.440 -0.445
N 1.721 -2.672 -3.756 -0.659
C 1.561 -1.435 -4.238 -0.250
C 1.485 -0.310 -3.420 -0.712
O 1.755 -0.402 1.008 -0.711
H 2.442 3.412 3.658 0.398
H 3.265 3.650 2.100 0.302
H 1.519 3.908 2.218 0.293
H 3.003 1.225 2.474 0.273
H 1.231 1.433 2.717 0.197
H 1.284 1.625 -1.567 0.315
H 1.834 -1.984 -0.452 0.416
H 1.999 -3.875 -2.083 0.348
H 1.487 -1.335 -5.324 0.346
H 1.360 0.677 -3.861 0.350
C -4.221 -0.265 1.081 -0.470
C -3.166 -0.074 2.163 -0.703
S -1.587 0.600 1.565 -0.016
C -1.219 -0.473 0.317 -0.014
S -2.287 -0.795 -0.932 0.028
C -3.803 -1.236 -0.016 -0.693
H -5.126 -0.662 1.555 0.316
H -4.471 0.704 0.638 0.282
H -3.496 0.657 2.913 0.350
H -2.919 -1.011 2.673 0.376
H -0.223 -0.898 0.264 0.247
H -3.625 -2.245 0.372 0.368
H -4.564 -1.293 -0.806 0.358

---

6.
44
Properties=species:S:1:pos:R:3:mulliken_charge:R:1 method="wB97M-V/def2-TZVPD" charge=+2 relative_energy_kcal_mol=9.3 e_homo_ev="-15.673 / -15.914" total_energy_ev=-199519.5105
Mo -0.074 -0.330 0.201 0.541
C -1.435 -0.306 -3.776 -1.657
C -1.121 -1.198 -2.624 0.890
C -0.158 -2.209 -2.739 -0.390
C 0.157 -3.009 -1.658 -0.739
C -0.522 -2.863 -0.439 -0.182
C -1.616 -1.972 -0.350 -0.787
C -1.848 -1.086 -1.414 -0.421
H -0.537 -0.047 -4.339 0.352
H -1.945 0.602 -3.461 0.332
H -2.095 -0.841 -4.467 0.448
H 0.353 -2.348 -3.683 0.590
H 0.919 -3.771 -1.753 0.501
H -0.352 -3.582 0.351 0.689
H -2.382 -2.131 0.399 0.632
H -2.719 -0.444 -1.394 0.497
C -1.489 -0.486 3.639 -1.023
Se -0.292 -1.582 2.583 0.339
C 1.407 -1.088 3.416 -0.833
C 1.723 0.378 3.266 -0.798
Se 1.976 0.848 1.383 0.462
C 1.528 2.724 1.542 -0.935
H -1.397 -0.819 4.670 0.410
H -2.499 -0.665 3.282 0.365
H -1.250 0.567 3.537 0.298
H 2.157 -1.727 2.952 0.470
H 1.331 -1.364 4.467 0.472
H 2.656 0.619 3.776 0.521
H 0.940 1.021 3.662 0.388
H 2.225 3.153 2.259 0.506
H 0.499 2.840 1.868 0.306
H 1.664 3.180 0.565 0.279
Cl 2.977 -0.390 -3.663 -0.060
C 2.451 0.954 -2.673 0.937
Cl 3.808 1.578 -1.694 -0.087
Cl 1.754 2.232 -3.636 -0.050
C 1.443 0.468 -1.635 -0.242
O 1.526 -0.693 -1.112 -0.498
O 0.524 1.213 -1.200 -0.012
F -2.223 1.957 -1.187 -0.088
B -2.274 2.944 -0.294 0.353
F -3.419 3.274 0.242 -0.178
F -1.153 3.558 0.035 -0.183
F -1.219 0.841 1.094 -0.418

---

7.
37
Properties=species:S:1:pos:R:3:mulliken_charge:R:1 method="wB97M-V/def2-TZVPD" charge=+1 e_homo_ev=-10.417 total_energy_ev=-28447.7369
C -1.975 3.520 1.386 -0.713
C -2.422 3.679 -0.185 0.517
O -3.751 3.839 -0.429 -0.505
O -1.526 3.714 -1.352 -0.299
C -1.075 2.349 -1.732 -0.355
C 0.382 2.123 -1.015 -0.081
C 1.196 0.783 -1.507 -0.454
C 2.208 0.379 -0.242 0.015
O 3.491 -0.223 -0.637 -0.532
B 3.611 -1.453 0.214 0.509
O 2.754 -1.201 1.421 -0.661
C 1.560 -0.360 1.074 0.117
C 0.384 -1.498 0.876 0.271
C 0.570 -3.099 1.311 -0.252
C -0.679 -4.134 1.048 -0.910
C -2.117 -3.724 0.360 -0.473
C -2.324 -2.135 -0.049 -0.320
C -1.082 -1.101 0.230 0.023
H -0.839 3.295 1.560 0.225
H -2.644 2.710 1.941 0.243
H -2.193 4.561 1.904 0.324
H -0.895 2.254 -2.908 0.266
H -1.891 1.553 -1.469 0.218
H 1.025 3.118 -1.161 0.307
H 0.196 1.998 0.144 -0.193
H 1.890 1.080 -2.412 0.349
H 0.513 -0.109 -1.845 0.216
H 2.498 1.449 0.161 0.206
H 4.797 -1.466 0.390 -0.093
H 3.282 -2.294 -0.540 -0.164
H 1.419 0.388 1.993 0.346
H 1.574 -3.506 1.808 0.359
H -0.542 -5.275 1.335 0.659
H -2.997 -4.464 0.141 0.386
H -3.309 -1.701 -0.542 0.380
H -1.246 0.029 -0.049 0.054
Sn 0.156 -5.075 -1.225 1.017

---

8.
42
Properties=species:S:1:pos:R:3:mulliken_charge:R:1 method="wB97M-V/def2-TZVPD" charge=+2 relative_energy_kcal_mol=0.0 e_homo_ev="-16.463 / -16.653" s2=2.009 multiplicity=3 total_energy_ev=-129368.8977
V -0.128 0.015 0.213 0.453
C 1.591 -1.136 2.632 -0.866
O 1.220 -0.050 1.750 0.208
C 1.909 1.202 1.999 -0.538
C 2.044 1.896 0.663 -0.476
O 0.766 1.833 -0.034 -0.251
C -0.161 2.941 0.071 -0.619
C -1.092 2.721 1.245 -0.564
O -1.355 1.301 1.323 0.190
C -2.329 0.981 2.346 -0.776
H 2.674 -1.245 2.626 0.380
H 1.146 -2.042 2.228 0.221
H 1.229 -0.934 3.639 0.298
H 2.895 0.992 2.413 0.578
H 1.332 1.777 2.726 0.196
H 2.741 1.368 0.013 0.172
H 2.355 2.934 0.770 0.521
H -0.703 2.952 -0.873 0.276
H 0.389 3.876 0.166 0.412
H -2.029 3.259 1.094 0.496
H -0.655 3.036 2.195 0.452
H -3.306 1.351 2.036 0.296
H -2.032 1.446 3.285 0.369
H -2.354 -0.098 2.455 0.255
F 2.922 -2.135 -3.489 -0.208
C 2.668 -1.494 -2.371 0.754
F 2.955 -0.188 -2.521 -0.235
F 3.440 -1.971 -1.386 -0.240
C 1.183 -1.625 -1.971 0.275
O 0.354 -2.219 -2.583 -0.488
O 0.952 -0.982 -0.823 -0.176
Br -1.944 0.070 -1.818 -0.018
C -2.278 -1.493 -0.785 0.644
C -3.172 -2.455 -1.188 -0.686
C -3.309 -3.561 -0.359 -0.301
C -2.560 -3.647 0.809 -0.834
C -1.687 -2.627 1.120 -0.280
N -1.546 -1.548 0.328 0.298
H -3.726 -2.351 -2.109 0.485
H -3.995 -4.352 -0.630 0.439
H -2.647 -4.499 1.468 0.467
H -1.083 -2.655 2.017 0.422

---

9.
42
Properties=species:S:1:pos:R:3:mulliken_charge:R:1 method="wB97M-V/def2-TZVPD" charge=+2 relative_energy_kcal_mol=4.7 e_homo_ev=-15.082 total_energy_ev=-40509.9030
Sn -0.591 -0.394 0.260 1.223
C 0.883 3.420 -2.834 -1.244
C 0.458 2.397 -1.769 -0.472
N 0.542 1.029 -2.213 0.419
C -0.394 0.618 -3.248 -0.650
C -1.832 1.037 -2.987 -0.900
C 1.862 0.472 -2.362 -1.283
C 2.826 0.722 -1.187 -0.709
N 2.161 0.813 0.060 0.091
C 2.793 1.183 1.169 -0.062
C 1.999 1.325 2.350 0.590
F 0.688 1.012 2.223 -0.103
C 2.517 1.718 3.566 -0.339
F 1.721 1.834 4.607 -0.224
C 3.886 1.967 3.700 -0.112
C 4.711 1.805 2.592 -0.173
F 6.007 1.992 2.709 -0.213
C 4.194 1.448 1.349 0.954
F 5.016 1.317 0.316 -0.206
H 0.886 4.417 -2.407 0.428
H 0.176 3.409 -3.661 0.296
H 1.876 3.214 -3.220 0.294
H -0.573 2.593 -1.460 0.510
H 1.099 2.507 -0.882 0.101
H -0.336 -0.473 -3.349 0.367
H -0.086 1.050 -4.213 0.378
H -2.152 0.758 -1.977 0.102
H -2.484 0.540 -3.699 0.417
H -1.971 2.107 -3.110 0.319
H 2.367 0.859 -3.262 0.324
H 1.746 -0.609 -2.516 0.517
H 3.440 1.615 -1.385 0.609
H 3.543 -0.114 -1.174 0.597
H 4.301 2.256 4.657 0.557
N -2.889 -2.037 0.336 -0.562
N -3.950 -1.120 0.462 -0.129
C -3.700 0.228 0.706 0.610
O -4.601 0.965 0.989 -0.553
O -2.448 0.575 0.553 -0.593
H -3.105 -2.667 -0.444 0.278
H -2.819 -2.621 1.179 0.286
H -4.873 -1.457 0.732 0.262

---

10.
38
Properties=species:S:1:pos:R:3:mulliken_charge:R:1 method="wB97M-V/def2-TZVPD" relative_energy_kcal_mol=1.2 e_homo_ev=-8.935 smiles="CCOc1cc(S(=O)(=O)NC[C@H]2CCCO2)ccc1F" total_energy_ev=-37004.8842
C -5.853 -2.379 -0.005 -1.381
C -5.274 -0.983 -0.156 -0.232
H -5.745 -0.297 0.557 0.347
H -5.444 -0.608 -1.173 0.336
O -3.878 -1.078 0.105 -0.354
C -3.093 0.014 0.102 -0.002
C -3.455 1.333 -0.193 0.716
C -2.544 2.376 -0.152 -0.777
C -1.227 2.134 0.184 -0.579
C -0.851 0.835 0.473 -0.128
C -1.749 -0.204 0.435 -0.386
H -1.425 -1.202 0.678 0.510
S 0.861 0.506 0.873 1.477
O 1.362 1.588 1.673 -0.691
O 0.970 -0.835 1.375 -0.727
N 1.535 0.601 -0.650 -0.168
H 1.698 -0.316 -1.043 0.347
C 2.673 1.462 -0.873 -1.184
H 2.619 1.837 -1.900 0.419
H 2.598 2.293 -0.172 0.435
C 4.007 0.723 -0.674 0.307
H 4.819 1.378 -1.025 0.419
C 4.258 0.275 0.781 -0.694
H 5.247 0.598 1.107 0.369
H 3.513 0.691 1.455 0.247
C 4.176 -1.253 0.715 -0.337
H 3.158 -1.583 0.923 0.055
C 4.542 -1.520 -0.743 -0.530
H 5.634 -1.524 -0.875 0.305
O 3.976 -0.452 -1.477 -0.520
H 4.132 -2.449 -1.143 0.345
H 4.857 -1.742 1.407 0.420
H -0.498 2.924 0.238 0.463
H -2.895 3.368 -0.388 0.433
F -4.728 1.653 -0.537 -0.319
H -5.379 -3.058 -0.709 0.326
H -6.921 -2.356 -0.195 0.412
H -5.677 -2.747 1.002 0.325

---

11.
35
Properties=species:S:1:pos:R:3:mulliken_charge:R:1 method="wB97M-V/def2-TZVPD" charge=-1 e_homo_ev=-1.122 total_energy_ev=-22630.4703
C 2.721 -0.393 -1.402 -0.956
C 1.312 -1.086 -1.332 1.010
C 0.319 -0.784 -2.353 -0.645
C -1.005 -1.420 -2.257 -0.367
C -1.237 -2.335 -1.148 0.703
C -2.683 -2.958 -1.058 -0.871
C -3.665 -1.755 -0.579 -1.143
O -2.893 -0.791 0.174 0.214
F -4.057 -1.045 -1.801 -0.269
C -0.247 -2.661 -0.130 -0.730
C 1.062 -2.020 -0.238 -0.488
H 2.868 0.244 -0.495 -0.095
H 2.742 0.213 -2.339 0.292
H 3.477 -1.220 -1.481 0.371
H 0.555 -0.070 -3.178 0.177
H -1.767 -1.174 -3.029 0.290
H -2.968 -3.365 -2.058 0.370
H -2.716 -3.783 -0.299 0.443
H -2.578 -0.068 -0.410 0.205
H -0.534 -3.371 0.674 0.275
H 1.823 -2.244 0.541 0.267
O -1.123 1.472 -0.212 -0.469
C -0.473 1.925 0.684 0.714
O 0.727 2.497 0.424 -0.359
C 1.502 3.201 1.395 -0.487
C 2.328 2.248 2.235 -0.863
C -0.934 1.789 2.111 -1.097
H 0.868 3.855 1.999 0.395
H 2.171 3.854 0.830 0.302
H 1.698 1.559 2.800 0.256
H 2.954 2.799 2.940 0.368
H 2.969 1.637 1.597 0.193
H -0.693 0.787 2.468 0.218
H -2.014 1.931 2.138 0.338
H -0.508 2.529 2.788 0.438

---

12.
40
Properties=species:S:1:pos:R:3:mulliken_charge:R:1 method="wB97M-V/def2-TZVPD" charge=-1 e_homo_ev=-3.998 total_energy_ev=-38254.8520
O 3.191 -2.123 0.453 -0.611
C 2.688 -0.947 0.453 0.488
O 3.504 0.183 0.449 -0.696
I 0.493 -0.754 0.461 -0.182
O 1.554 1.303 -2.033 -0.518
C 2.254 2.238 -2.297 0.449
O 1.862 3.543 -2.196 -0.346
C 2.902 4.390 -2.691 -0.431
C 4.166 3.566 -2.595 -0.535
C 3.659 2.159 -2.825 -0.306
H 2.665 4.668 -3.723 0.251
H 2.958 5.296 -2.084 0.302
H 4.937 3.876 -3.303 0.311
H 4.583 3.645 -1.586 0.277
H 3.626 1.906 -3.888 0.265
H 4.244 1.424 -2.272 0.260
O -1.568 1.412 1.358 -0.515
C -2.565 1.618 0.721 0.353
O -3.789 1.095 1.024 -0.357
C -4.723 1.452 0.000 -0.412
C -4.137 2.677 -0.665 -0.454
C -2.647 2.437 -0.537 -0.227
H -4.821 0.610 -0.692 0.255
H -5.697 1.657 0.448 0.304
H -4.473 2.810 -1.694 0.316
H -4.414 3.573 -0.100 0.256
H -2.256 1.849 -1.371 0.222
H -2.096 3.372 -0.434 0.256
O 0.029 -5.790 0.229 -0.617
C -0.207 -5.271 1.290 0.432
O -0.430 -3.940 1.455 -0.196
C -0.568 -3.650 2.849 -0.387
C -0.959 -4.960 3.492 -0.521
C -0.252 -5.975 2.620 -0.337
H 0.389 -3.272 3.222 0.256
H -1.330 -2.882 2.990 0.303
H -0.686 -5.021 4.547 0.315
H -2.043 -5.102 3.415 0.256
H 0.769 -6.162 2.959 0.255
H -0.813 -6.907 2.552 0.266